Record 1
{
  "formula": "C51H68BN6O3P2Pt",
  "method": "ωB97M-V/def2-TZVPD",
  "symbols": ["Pt", "C", "C", "C", "C", "C", "C", "C", "C", "C", "C", "N", "C", "C", "C", "C", "C", "N", "H", "H", "H", "H", "H", "H", "H", "H", "H", "H", "H", "H", "H", "H", "H", "H", "H", "C", "C", "C", "O", "B", "O", "C", "C", "C", "H", "H", "H", "H", "H", "H", "H", "H", "H", "H", "H", "H", "O", "P", "N", "C", "C", "C", "C", "N", "C", "C", "C", "C", "N", "C", "C", "C", "C", "H", "H", "H", "H", "H", "H", "H", "H", "H", "H", "H", "H", "H", "H", "H", "H", "H", "H", "H", "H", "H", "H", "H", "H", "N", "P", "C", "C", "C", "C", "C", "C", "C", "C", "C", "C", "C", "C", "C", "C", "C", "C", "C", "C", "H", "H", "H", "H", "H", "H", "H", "H", "H", "H", "H", "H", "H", "H", "H"],
  "xyz": [[0.250, -0.222, 0.229], [4.706, 3.830, 3.734], [3.256, 3.346, 3.845], [2.336, 4.124, 2.940], [1.947, 5.401, 3.336], [1.167, 6.208, 2.532], [0.807, 5.749, 1.271], [1.167, 4.484, 0.844], [0.916, 4.044, -0.570], [2.209, 4.157, -1.391], [1.898, 3.622, 1.703], [2.083, 2.309, 1.288], [3.215, 1.730, 1.203], [3.396, 0.386, 0.737], [4.604, -0.322, 0.691], [4.332, -1.547, 0.078], [2.973, -1.528, -0.230], [2.406, -0.372, 0.162], [5.350, 3.262, 4.410], [4.780, 4.887, 3.995], [5.078, 3.712, 2.715], [2.929, 3.470, 4.879], [3.210, 2.285, 3.606], [2.283, 5.768, 4.302], [0.860, 7.189, 2.874], [0.237, 6.388, 0.604], [0.144, 4.666, -1.028], [0.584, 3.006, -0.573], [2.495, 5.205, -1.510], [2.074, 3.702, -2.371], [3.021, 3.635, -0.886], [4.150, 2.259, 1.436], [5.551, 0.026, 1.077], [5.024, -2.351, -0.124], [2.388, -2.288, -0.732], [-1.270, -4.449, -2.344], [-1.437, -4.043, -0.876], [-1.315, -5.284, -0.005], [-0.396, -3.118, -0.569], [-0.893, -1.813, -0.517], [-2.275, -1.866, -0.707], [-2.735, -3.214, -0.619], [-3.298, -3.400, 0.794], [-3.847, -3.470, -1.631], [-0.274, -4.877, -2.465], [-1.345, -3.573, -2.993], [-2.007, -5.196, -2.639], [-0.394, -5.813, -0.255], [-2.162, -5.952, -0.183], [-1.276, -5.023, 1.049], [-2.545, -3.130, 1.535], [-3.635, -4.423, 0.966], [-4.146, -2.724, 0.919], [-3.569, -3.142, -2.632], [-4.748, -2.932, -1.334], [-4.081, -4.537, -1.658], [0.581, 0.972, -2.777], [-0.359, 0.636, -3.856], [-0.314, -0.988, -4.307], [0.692, -1.802, -3.579], [0.877, -3.070, -4.426], [-0.033, -2.892, -5.654], [-0.323, -1.394, -5.708], [-1.938, 1.059, -3.563], [-3.113, 0.341, -4.066], [-4.187, 0.593, -3.007], [-3.786, 1.956, -2.443], [-2.273, 1.804, -2.332], [0.023, 1.458, -5.301], [-1.028, 2.099, -6.081], [-0.271, 2.782, -7.227], [1.162, 2.992, -6.688], [1.154, 2.387, -5.277], [0.317, -2.002, -2.576], [1.636, -1.263, -3.463], [0.595, -3.960, -3.866], [1.921, -3.178, -4.721], [-0.965, -3.445, -5.516], [0.437, -3.241, -6.574], [-1.298, -1.177, -6.155], [0.438, -0.869, -6.299], [-2.902, -0.721, -4.219], [-3.424, 0.770, -5.030], [-4.079, -0.140, -2.217], [-5.196, 0.556, -3.420], [-4.252, 2.172, -1.483], [-4.035, 2.753, -3.151], [-2.004, 1.241, -1.433], [-1.749, 2.760, -2.316], [-1.578, 2.844, -5.489], [-1.742, 1.356, -6.442], [-0.746, 3.722, -7.505], [-0.256, 2.143, -8.110], [1.435, 4.046, -6.655], [1.885, 2.480, -7.323], [1.014, 3.171, -4.522], [2.072, 1.851, -5.037], [-0.849, 0.188, 1.985], [-0.507, -0.600, 3.274], [-1.933, -0.608, 4.418], [-3.184, -0.319, 3.884], [-4.307, -0.296, 4.697], [-4.184, -0.556, 6.056], [-2.937, -0.844, 6.596], [-1.816, -0.869, 5.783], [0.773, 0.153, 4.373], [1.996, -0.400, 4.730], [2.853, 0.291, 5.579], [2.486, 1.526, 6.088], [1.268, 2.089, 5.728], [0.429, 1.417, 4.858], [0.032, -2.377, 3.341], [-0.627, -3.363, 4.073], [-0.105, -4.647, 4.152], [1.080, -4.959, 3.502], [1.714, -4.000, 2.727], [1.188, -2.720, 2.641], [-3.241, -0.109, 2.821], [-5.282, -0.079, 4.278], [-5.059, -0.540, 6.694], [-2.843, -1.056, 7.655], [-0.842, -1.100, 6.199], [2.285, -1.373, 4.355], [3.803, -0.150, 5.855], [3.149, 2.057, 6.762], [0.978, 3.051, 6.133], [-0.508, 1.853, 4.531], [-1.544, -3.129, 4.598], [-0.626, -5.407, 4.723], [1.500, -5.954, 3.594], [2.619, -4.248, 2.186], [1.674, -1.967, 2.036]],
  "atomic_forces_ev_per_a": [[-0.704, 0.173, 0.291], [-0.126, -0.086, 0.017], [0.223, 0.380, -0.183], [0.088, -0.226, 0.014], [-0.008, 0.089, 0.033], [0.022, 0.036, 0.027], [-0.015, 0.018, 0.068], [0.141, -0.233, 0.034], [0.156, -0.063, 0.031], [-0.196, 0.017, 0.038], [-0.038, 0.645, 0.025], [-0.164, -0.338, -0.279], [0.010, 0.212, 0.035], [0.070, -0.268, -0.161], [-0.061, 0.280, 0.127], [-0.004, -0.164, -0.042], [0.134, -0.064, -0.106], [-0.392, -0.147, 0.151], [0.054, 0.012, -0.026], [0.026, 0.019, -0.015], [0.066, 0.026, 0.030], [0.175, 0.113, -0.364], [-0.080, 0.003, 0.162], [-0.032, -0.032, 0.024], [0.006, 0.008, -0.029], [0.001, -0.023, -0.025], [-0.080, -0.028, 0.042], [-0.064, -0.093, -0.073], [0.021, -0.042, -0.011], [0.036, -0.023, -0.106], [0.026, -0.026, -0.049], [-0.047, -0.035, 0.033], [0.018, 0.046, -0.044], [-0.002, 0.016, -0.015], [-0.077, 0.025, 0.099], [-0.045, 0.099, 0.239], [-0.212, -0.143, -0.292], [0.145, 0.119, -0.025], [0.255, -0.190, 0.198], [0.321, 0.148, 0.470], [-0.252, 0.421, -0.289], [-0.100, -0.209, 0.178], [0.111, 0.130, -0.107], [0.115, 0.123, 0.058], [-0.098, -0.048, 0.103], [-0.098, -0.086, 0.026], [-0.019, 0.016, -0.060], [-0.005, -0.020, -0.005], [0.019, -0.040, 0.023], [0.002, 0.007, 0.092], [0.022, -0.067, 0.051], [-0.023, 0.000, 0.031], [0.018, 0.009, 0.019], [0.046, -0.021, 0.002], [-0.003, 0.030, 0.003], [-0.058, -0.010, -0.028], [0.016, 0.166, 0.119], [-0.124, 0.017, -0.802], [0.144, 0.254, 0.199], [-0.021, -0.004, 0.082], [-0.022, 0.021, -0.106], [-0.040, 0.034, 0.068], [-0.068, -0.029, -0.057], [0.154, -0.431, 0.338], [-0.018, 0.055, -0.221], [0.135, 0.179, -0.126], [0.027, -0.085, -0.029], [-0.023, 0.149, -0.035], [-0.100, 0.046, 0.289], [0.078, -0.013, -0.107], [0.033, -0.005, 0.038], [-0.058, -0.022, 0.015], [0.084, -0.059, -0.021], [0.189, -0.061, -0.073], [-0.035, 0.018, -0.001], [0.232, 0.148, -0.189], [0.010, 0.022, -0.029], [-0.008, -0.013, -0.001], [-0.059, -0.037, -0.020], [0.037, 0.006, -0.072], [0.005, 0.021, 0.058], [0.017, 0.036, 0.073], [-0.026, -0.082, 0.018], [-0.088, -0.276, 0.176], [0.032, -0.029, 0.042], [0.023, 0.028, 0.005], [-0.014, -0.005, 0.034], [0.074, 0.000, -0.016], [0.039, 0.021, 0.076], [-0.023, -0.051, 0.015], [-0.051, 0.070, 0.006], [-0.024, -0.013, -0.040], [-0.004, 0.001, -0.001], [0.044, -0.002, -0.022], [0.016, 0.007, 0.014], [0.012, -0.024, 0.008], [0.000, 0.091, 0.057], [0.589, -0.487, -0.479], [0.120, -0.193, 0.368], [-0.086, 0.081, 0.035], [0.080, -0.030, -0.108], [-0.081, -0.030, 0.120], [-0.006, -0.022, -0.040], [-0.007, -0.047, 0.066], [-0.037, 0.035, -0.101], [-0.078, 0.052, -0.224], [-0.141, -0.027, -0.052], [0.059, 0.089, 0.185], [-0.146, -0.399, 0.290], [-0.282, -0.216, 0.195], [0.086, 0.052, 0.030], [-0.072, 0.238, -0.332], [-0.024, 0.072, 0.006], [0.009, -0.053, -0.014], [-0.105, -0.086, 0.010], [0.097, -0.016, -0.064], [-0.095, 0.008, 0.024], [-0.005, 0.024, 0.005], [0.019, 0.025, -0.027], [-0.005, 0.012, -0.002], [0.011, 0.023, 0.001], [-0.006, 0.044, 0.043], [0.018, 0.017, 0.039], [0.019, 0.015, -0.027], [0.023, -0.019, -0.003], [-0.011, 0.056, -0.080], [0.024, 0.087, 0.096], [-0.004, -0.024, -0.020], [0.013, 0.027, 0.029], [-0.013, 0.000, -0.058], [0.005, 0.060, -0.003], [0.115, -0.010, -0.108]],
  "charge": -1,
  "homo_ha": [-0.111, -0.164],
  "orbital_gap_ev": [5.455, 6.899],
  "spin_multiplicity": 3
}

---

Record 2
{
  "formula": "C14H33LiN2O6",
  "method": "ωB97M-V/def2-TZVPD",
  "symbols": ["Li", "C", "C", "O", "O", "H", "H", "H", "C", "O", "C", "C", "N", "C", "C", "O", "C", "H", "H", "H", "H", "H", "H", "H", "H", "H", "H", "H", "H", "H", "H", "H", "C", "O", "C", "C", "N", "C", "C", "O", "C", "H", "H", "H", "H", "H", "H", "H", "H", "H", "H", "H", "H", "H", "H", "H"],
  "xyz": [[-17.027, 8.062, 34.325], [-17.113, 14.054, 36.464], [-17.227, 12.552, 36.198], [-16.361, 11.818, 36.664], [-18.159, 12.085, 35.611], [-16.178, 14.344, 35.985], [-17.240, 14.231, 37.532], [-18.006, 14.532, 36.062], [-18.211, 3.944, 29.868], [-18.991, 4.115, 31.099], [-19.576, 5.427, 31.256], [-20.063, 5.622, 32.749], [-19.051, 5.084, 33.672], [-19.556, 5.047, 35.061], [-18.314, 4.724, 36.027], [-17.203, 5.396, 35.558], [-16.004, 4.868, 36.156], [-18.689, 4.195, 28.921], [-17.918, 2.895, 29.910], [-17.302, 4.527, 30.023], [-20.455, 5.549, 30.623], [-18.886, 6.221, 30.970], [-20.958, 5.001, 32.781], [-20.400, 6.635, 32.970], [-18.689, 4.227, 33.280], [-20.424, 4.412, 35.240], [-19.879, 6.019, 35.434], [-18.200, 3.642, 35.958], [-18.593, 5.083, 37.017], [-16.010, 3.780, 36.077], [-15.970, 5.020, 37.235], [-15.104, 5.380, 35.818], [-12.718, 3.757, 29.412], [-13.145, 5.124, 29.642], [-13.317, 5.617, 31.019], [-13.155, 7.153, 30.898], [-14.445, 7.729, 30.622], [-14.357, 9.108, 30.258], [-13.904, 9.312, 28.773], [-14.829, 8.701, 27.955], [-14.642, 8.777, 26.506], [-13.596, 3.115, 29.348], [-11.906, 3.467, 30.080], [-12.288, 3.714, 28.412], [-12.462, 5.369, 31.648], [-14.264, 5.366, 31.497], [-12.358, 7.253, 30.161], [-12.748, 7.610, 31.800], [-14.744, 7.195, 29.819], [-13.895, 9.832, 30.929], [-15.393, 9.443, 30.198], [-12.861, 9.017, 28.656], [-13.793, 10.387, 28.630], [-14.868, 7.842, 25.994], [-13.652, 9.132, 26.222], [-15.234, 9.589, 26.083]],
  "atomic_forces_ev_per_a": [[-0.165, -0.061, 0.324], [-1.056, -0.385, -0.276], [1.403, 0.449, 1.677], [3.203, -0.862, 1.432], [-4.636, -0.692, -3.183], [-0.087, 0.606, 0.510], [0.924, 0.003, 0.110], [0.300, 0.236, -0.587], [0.171, -0.064, 1.966], [-0.452, 0.920, -0.900], [-0.069, 0.080, 0.909], [0.558, -1.975, -1.432], [-1.146, 1.961, 0.442], [2.307, 0.133, 0.455], [-2.857, -0.238, -1.254], [1.947, 0.557, -0.032], [-0.492, 0.134, 0.835], [-0.377, 0.076, 0.266], [-0.144, 0.037, -0.324], [0.103, 0.206, -0.436], [-0.081, -0.163, -0.199], [0.460, -0.071, 0.009], [-0.434, -0.093, 0.275], [0.472, 0.142, -0.046], [-0.121, -0.264, 0.370], [0.157, -0.562, 0.007], [-0.089, 0.469, -0.789], [0.447, -0.168, 0.457], [0.116, -0.437, 0.316], [0.421, -0.026, -0.631], [-0.434, 0.320, 0.299], [-0.256, -0.272, -0.691], [-0.403, 1.263, -0.286], [-0.062, -0.272, 1.021], [1.579, 0.896, -1.050], [0.036, -1.287, 0.753], [0.911, -0.463, 0.521], [-1.621, 0.991, -2.570], [1.247, 1.249, 1.705], [-0.468, -0.868, -1.846], [0.352, 1.082, 0.812], [0.158, -0.370, 0.677], [-0.399, -0.259, 0.395], [0.017, 0.379, -0.083], [-0.025, -0.929, -0.004], [-0.066, -0.323, -0.238], [-0.127, 0.402, -0.525], [-0.092, -0.217, 0.353], [-0.722, 0.277, -0.363], [0.547, -0.665, 0.256], [-0.241, 0.299, 0.173], [0.125, -0.923, -0.355], [-0.616, 0.471, -0.293], [-0.035, -0.035, 0.475], [0.496, -0.543, 0.375], [-0.682, -0.150, 0.220]],
  "homo_ha": -0.219,
  "orbital_gap_ev": 4.485
}

---

Record 3
{
  "formula": "C3H8I2OSi",
  "method": "ωB97M-V/def2-TZVPD",
  "symbols": ["C", "C", "C", "O", "Si", "I", "I", "H", "H", "H", "H", "H", "H", "H", "H"],
  "xyz": [[1.429, -0.536, 1.863], [-0.454, 0.347, -2.628], [0.449, 0.579, 1.410], [0.234, 0.226, -1.396], [-0.588, -0.133, -0.036], [-2.958, 1.362, 0.193], [-1.389, -2.438, 0.150], [0.678, -1.218, 2.178], [2.000, -0.947, 1.048], [2.276, -0.362, 2.612], [-0.104, -0.369, -3.396], [-0.502, 1.360, -3.029], [-1.529, 0.002, -2.319], [0.868, 1.511, 1.189], [-0.410, 0.619, 2.163]],
  "atomic_forces_ev_per_a": [[0.852, 0.923, 0.321], [-2.875, -1.736, 0.265], [-1.807, -2.551, 0.878], [0.354, 0.190, 0.100], [-0.471, 1.971, 0.845], [1.674, -1.052, -0.329], [0.232, 0.424, -0.100], [0.399, -1.516, 0.856], [-0.068, -0.326, -0.703], [-1.774, 0.339, -0.454], [0.173, 0.424, 0.530], [0.256, -0.023, 0.334], [1.354, 0.845, -1.550], [0.313, 1.501, -0.437], [1.389, 0.586, -0.556]],
  "homo_ha": -0.339,
  "orbital_gap_ev": 8.891
}

---

Record 4
{
  "formula": "C6H23B2CoNO2",
  "method": "ωB97M-V/def2-TZVPD",
  "symbols": ["Co", "B", "H", "H", "H", "H", "B", "H", "H", "H", "H", "C", "O", "C", "C", "N", "C", "C", "O", "C", "H", "H", "H", "H", "H", "H", "H", "H", "H", "H", "H", "H", "H", "H", "H"],
  "xyz": [[0.010, -0.251, 0.544], [1.186, 0.640, 1.985], [0.984, 1.419, 1.266], [1.854, -0.102, 1.576], [1.675, 1.058, 2.851], [0.247, 0.217, 2.305], [-0.330, -2.401, 0.691], [0.604, -2.940, 0.654], [-0.374, -1.784, -0.193], [-1.136, -3.117, 0.733], [-0.314, -1.831, 1.607], [-2.820, -0.654, 1.748], [-1.867, 0.142, 1.009], [-2.440, 0.884, -0.047], [-1.433, 1.826, -0.659], [-0.442, 0.955, -1.223], [0.805, 1.710, -1.517], [1.947, 0.647, -1.563], [1.639, -0.608, -1.096], [2.777, -1.468, -1.371], [-3.818, -0.248, 1.914], [-2.260, -1.024, 2.607], [-2.902, -1.628, 1.267], [-3.199, 1.624, 0.206], [-2.733, 0.148, -0.796], [-1.011, 2.581, 0.004], [-1.915, 2.443, -1.417], [-0.725, 0.603, -2.126], [1.089, 2.255, -0.617], [0.679, 2.415, -2.339], [2.700, 1.082, -0.907], [2.375, 0.587, -2.564], [2.731, -2.427, -0.854], [3.739, -0.966, -1.270], [2.679, -1.787, -2.409]],
  "atomic_forces_ev_per_a": [[1.320, -0.544, -0.146], [1.126, 0.369, 0.819], [-0.869, 3.224, -3.087], [2.471, -2.994, -1.673], [1.499, 1.673, 2.966], [-3.700, -1.721, 1.519], [0.122, -1.232, 0.300], [3.537, -1.914, -0.271], [-0.652, 2.045, -3.996], [-3.187, -2.283, -0.034], [-0.007, 2.126, 3.578], [1.264, -1.844, -0.205], [-2.392, 1.536, 0.651], [-0.235, 1.173, -0.305], [-0.712, -0.330, -0.553], [2.092, 1.374, -0.122], [0.263, -1.646, 1.388], [1.008, 2.297, -1.071], [0.398, -1.278, 0.146], [-0.795, -0.640, -0.761], [0.492, 0.609, 0.087], [-0.371, 0.868, 0.596], [-0.439, 0.120, -0.760], [-0.941, -0.908, 0.784], [-0.585, 0.250, -0.255], [0.217, -0.569, 0.504], [-0.384, -0.065, -0.277], [-0.490, -0.561, 0.165], [-0.655, 0.402, -0.132], [0.342, -0.312, -0.315], [0.512, -0.079, -0.097], [0.037, -0.083, -0.259], [-0.240, 0.557, 0.737], [-0.163, 0.096, 0.443], [0.119, 0.284, -0.364]],
  "homo_ha": [-0.340, -0.322],
  "orbital_gap_ev": [9.584, 9.061],
  "spin_multiplicity": 4
}

---

Record 5
{
  "formula": "C3H3N3O",
  "method": "ωB97M-V/def2-TZVPD",
  "symbols": ["C", "C", "C", "N", "N", "N", "O", "H", "H", "H"],
  "xyz": [[2.787, 0.174, 0.055], [0.143, 0.692, -0.347], [-0.538, 0.118, 0.615], [3.682, -0.209, 0.707], [0.580, -1.364, -0.376], [1.114, -0.203, -0.860], [-0.276, -1.177, 0.781], [0.219, 1.631, -0.662], [-1.400, 0.565, 1.038], [1.043, -2.271, -0.232]],
  "atomic_forces_ev_per_a": [[-0.052, -1.064, 0.612], [1.584, -2.531, 0.174], [-1.491, 0.431, 0.021], [-1.157, 0.675, -0.970], [0.108, -0.470, -0.053], [0.047, -2.091, 1.433], [0.998, 0.303, -0.927], [-0.112, 3.715, -1.009], [-0.423, -0.056, 1.051], [0.498, 1.087, -0.331]],
  "homo_ha": -0.342,
  "orbital_gap_ev": 8.653
}

---

So what do the calculations give for max |F|? Going down the list: 0.90 5.67 3.37 4.55 3.85 eV/Å.
So what do the calculations give for relative energy (zero: lowest compared OMol25 entry of this formula, charge and spin)? Going down the list: 0.0 157.1 21.6 2.3 151.3 kcal per mole.